Entry one
{
  "formula": "C3H6N4O",
  "method": "ωB97M-V/def2-TZVPD",
  "elements": ["H", "N", "C", "N", "N", "N", "C", "C", "O", "H", "H", "H", "H", "H"],
  "positions_angstrom": [[1.15901, -1.43620, 1.50770], [0.56800, -0.77734, 1.05674], [1.19696, -0.06671, 0.19019], [2.50684, -0.30699, -0.26847], [0.57960, 1.03228, -0.41548], [-0.61004, 1.61203, 0.04505], [-1.59378, 0.81626, 0.29345], [-1.72155, -0.69444, 0.07441], [-1.51459, -1.29930, -0.94401], [2.76446, 0.06969, -1.18826], [2.81205, -1.27780, -0.22325], [1.25644, 1.75141, -0.59152], [-2.44102, 1.27702, 0.79573], [-2.03483, -1.24020, 0.97852]],
  "total_charge": 0,
  "gap_ev": 9.71,
  "homo_ev": -9.074,
  "smiles": "[H]/N=C(\\N)N/N=C\\C=O",
  "lumo_energy_ev": 0.6
}

---

Entry two
{
  "formula": "C3H6N4O",
  "method": "ωB97M-V/def2-TZVPD",
  "elements": ["C", "C", "C", "O", "N", "N", "N", "N", "H", "H", "H", "H", "H", "H"],
  "positions_angstrom": [[-1.82138, -0.12117, -0.37709], [0.58924, -0.44269, -0.63094], [1.75262, -0.06631, -0.01975], [0.62952, -1.05249, -1.85123], [0.14855, -0.10048, 1.76203], [-0.50647, -0.42950, 0.13821], [-0.04933, 1.01927, 2.14151], [2.74639, 0.64923, -0.03798], [-0.06817, -1.72411, -1.88440], [-0.19219, 1.76372, 1.43725], [3.31255, 0.56592, 0.81403], [-2.17348, 0.81542, 0.08097], [-1.83558, 0.02937, -1.46245], [-2.53226, -0.90618, -0.11017]],
  "total_charge": 0,
  "gap_ev": 6.96,
  "homo_ev": -7.029,
  "lumo_energy_ev": -0.1
}

---

Relative energies, in hartree, with the most stable structure set to zero: entry one 0.0000; entry two 0.1489.

---

Entry one
{
  "formula": "C4H6NP",
  "method": "ωB97M-V/def2-TZVPD",
  "elements": ["C", "C", "C", "C", "N", "P", "H", "H", "H", "H", "H", "H"],
  "positions_angstrom": [[0.96795, -1.80343, 0.46893], [0.96041, -0.49696, 0.39099], [0.50120, 0.84620, 0.58380], [-1.01572, 0.55466, -0.04538], [-0.94819, 0.15653, -1.34417], [1.24835, -1.37151, -1.23322], [0.71950, -2.70126, 1.12548], [0.44947, 1.11197, 1.58382], [0.89442, 1.61669, 0.03176], [-1.77193, -0.12668, 0.43721], [-1.60149, 1.44108, -0.06496], [-0.40399, 0.77273, -1.93427]],
  "total_charge": 0,
  "gap_ev": [7.13, 7.99],
  "homo_ev": [-7.226, -8.003],
  "lumo_energy_ev": [-0.1, 0.0]
}

---

Entry two
{
  "formula": "C4H6NP",
  "method": "ωB97M-V/def2-TZVPD",
  "elements": ["C", "C", "C", "C", "N", "P", "H", "H", "H", "H", "H", "H"],
  "positions_angstrom": [[0.17472, 2.60747, -0.06735], [0.33140, 1.42253, 0.02649], [0.74340, 0.04227, -0.00581], [-0.44629, -0.90884, 0.36919], [-1.61770, -0.60860, -0.44778], [-2.84572, 0.37926, 0.13183], [-0.02862, 3.53512, -0.38377], [0.98930, -0.10052, -1.05279], [1.61850, -0.14673, 0.56434], [-0.20498, -1.94386, -0.01011], [-0.84265, -0.88876, 1.30020], [-1.37766, -0.52280, -1.37266]],
  "total_charge": 0,
  "gap_ev": [6.87, 6.88],
  "homo_ev": [-7.150, -7.152],
  "lumo_energy_ev": [-0.3, -0.3]
}

---

Relative energies, in hartree, with the most stable structure set to zero: entry one 0.0364; entry two 0.0000.

---

Entry one
{
  "formula": "C11H15N",
  "method": "ωB97M-V/def2-TZVPD",
  "elements": ["C", "C", "C", "N", "C", "C", "C", "C", "C", "C", "H", "H", "H", "H", "H", "H", "H", "H", "H", "C", "C", "H", "H", "H", "H", "H", "H"],
  "positions_angstrom": [[-1.77856, 1.72129, -1.14207], [-0.99704, 0.52911, -1.63050], [-1.56612, -0.22515, -2.61385], [-0.55292, -1.04877, -3.18321], [0.56187, -0.88910, -2.36027], [1.70908, -1.67752, -2.35990], [2.66878, -1.36918, -1.37701], [2.45780, -0.27662, -0.50879], [1.39376, 0.61478, -0.60265], [0.35983, 0.13415, -1.41350], [-2.57576, 1.46033, -0.45315], [-2.26592, 2.32525, -1.89981], [-1.10583, 2.50516, -0.78363], [-2.54575, -0.16659, -3.03435], [-0.38950, -1.13541, -4.17368], [1.81063, -2.54669, -2.98336], [3.62566, -1.87454, -1.27310], [3.34851, 0.16521, -0.06044], [1.46435, 1.57374, -0.11651], [-0.87837, -0.65967, 3.75380], [-0.50496, 0.72197, 4.32870], [-0.49331, -0.77851, 2.74060], [-0.28945, -1.43162, 4.26419], [-1.90296, -0.97680, 3.78225], [-0.79677, 0.89019, 5.35628], [0.46078, 1.10260, 4.02019], [-1.21784, 1.31239, 3.72378]],
  "total_charge": 0,
  "gap_ev": 8.76,
  "homo_ev": -7.823,
  "smiles": "Cc1c[nH]c2ccccc12.CC",
  "lumo_energy_ev": 0.9
}

---

Entry two
{
  "formula": "C11H15N",
  "method": "ωB97M-V/def2-TZVPD",
  "elements": ["C", "C", "C", "N", "C", "C", "C", "C", "C", "C", "H", "H", "H", "H", "H", "H", "H", "H", "H", "C", "C", "H", "H", "H", "H", "H", "H"],
  "positions_angstrom": [[-0.39910, -2.70017, -0.79383], [0.32786, -1.57432, -0.13681], [1.61072, -1.17797, -0.00588], [1.75283, -0.03570, 0.77842], [0.47131, 0.26432, 1.31011], [0.15569, 1.30978, 2.12097], [-1.21060, 1.46418, 2.43655], [-2.11048, 0.51881, 1.93868], [-1.75235, -0.54760, 1.11867], [-0.39172, -0.67984, 0.76688], [-1.15993, -3.03293, -0.09329], [0.24162, -3.50521, -1.14493], [-0.87985, -2.24125, -1.66237], [2.43286, -1.61632, -0.55598], [2.66937, 0.22032, 1.08601], [0.84460, 2.10778, 2.36541], [-1.40486, 2.22635, 3.17664], [-3.15156, 0.72464, 2.17037], [-2.39910, -1.36251, 0.83276], [1.33465, 1.55389, -3.82357], [-0.13070, 1.26976, -3.33849], [1.94550, 0.68335, -4.03997], [1.20742, 2.09166, -4.76668], [1.81040, 2.18502, -3.07667], [-0.45573, 0.43412, -3.97858], [-0.95231, 1.95692, -3.49962], [-0.00183, 1.03639, -2.28634]],
  "total_charge": 0,
  "gap_ev": 8.72,
  "homo_ev": -7.800,
  "smiles": "Cc1c[nH]c2ccccc12.CC",
  "lumo_energy_ev": 0.9
}

---

Relative energies, in hartree, with the most stable structure set to zero: entry one 0.0229; entry two 0.0000.

---

Entry one
{
  "formula": "C11H15N",
  "method": "ωB97M-V/def2-TZVPD",
  "elements": ["C", "C", "C", "N", "C", "C", "C", "C", "C", "C", "H", "H", "H", "H", "H", "H", "H", "H", "H", "C", "C", "H", "H", "H", "H", "H", "H"],
  "positions_angstrom": [[1.01183, 0.63241, 2.54108], [0.64368, 1.43398, 1.31748], [0.25210, 2.73136, 1.18045], [0.17343, 3.08323, -0.18920], [0.36846, 1.86912, -0.95350], [0.44896, 1.78790, -2.31052], [0.80941, 0.47510, -2.79225], [0.95790, -0.66794, -1.88425], [1.05696, -0.41069, -0.55542], [0.75137, 0.85692, 0.00483], [0.02369, 0.46475, 2.99055], [1.63099, 1.18176, 3.23383], [1.61307, -0.30378, 2.30122], [0.39216, 3.45406, 2.00142], [-0.49680, 3.63017, -0.17166], [0.21966, 2.53178, -3.01483], [0.87042, 0.13520, -3.81127], [1.05939, -1.72288, -2.23713], [1.36242, -1.31006, 0.15290], [-1.74991, -2.01224, 0.85763], [-1.55626, -2.97833, -0.29749], [-1.90656, -0.95465, 0.48810], [-2.60584, -2.17335, 1.40223], [-0.91357, -2.05942, 1.56101], [-1.41458, -3.99908, 0.08512], [-2.36984, -2.97580, -1.02613], [-0.63256, -2.69952, -0.87422]],
  "total_charge": 0,
  "gap_ev": 8.73,
  "homo_ev": -7.857,
  "smiles": "Cc1c[nH]c2ccccc12.CC",
  "lumo_energy_ev": 0.9
}

---

Entry two
{
  "formula": "C11H15N",
  "method": "ωB97M-V/def2-TZVPD",
  "elements": ["C", "C", "C", "N", "C", "C", "C", "C", "C", "C", "H", "H", "H", "H", "H", "H", "H", "H", "H", "C", "C", "H", "H", "H", "H", "H", "H"],
  "positions_angstrom": [[-1.24954, -0.64427, 3.56670], [0.05284, -0.69475, 2.79351], [1.22606, -0.79164, 3.44866], [2.29320, -0.70743, 2.56516], [1.78277, -0.81193, 1.31041], [2.42223, -0.72671, 0.05986], [1.71015, -0.60918, -1.06774], [0.27959, -0.62606, -1.02393], [-0.39014, -0.80200, 0.16884], [0.34644, -0.73741, 1.38838], [-1.04475, -0.33808, 4.59741], [-1.73542, -1.63345, 3.49443], [-1.96901, 0.01340, 3.09252], [1.35090, -0.93356, 4.51068], [3.24696, -0.53783, 2.80369], [3.51123, -0.91435, 0.04627], [2.16274, -0.66132, -2.04242], [-0.22650, -0.75145, -1.97444], [-1.46205, -0.65628, 0.13457], [-1.75977, 1.06259, -3.77855], [-1.37883, 2.40326, -3.09153], [-0.78933, 0.55794, -3.97145], [-2.36429, 0.33461, -3.23766], [-2.20744, 1.08144, -4.78130], [-1.54600, 3.20528, -3.83222], [-0.29743, 2.33898, -2.97911], [-1.96459, 2.58020, -2.20074]],
  "total_charge": 0,
  "gap_ev": 8.92,
  "homo_ev": -7.956,
  "smiles": "Cc1c[nH]c2ccccc12.CC",
  "lumo_energy_ev": 1.0
}

---

Relative energies, in hartree, with the most stable structure set to zero: entry one 0.0513; entry two 0.0000.